Record 1
A 14-piece molecular cluster, C46H127N9O14 overall, computed with ωB97M-V/def2-TZVPD.

Last column: Löwdin charge in e.
Cartesian coordinates (Å):
H  1.883  5.888  -1.571  0.077
C  -3.777  -3.298  -5.561  -0.079
H  -1.465  3.857  6.769  0.062
C  3.876  0.417  -3.630  -0.209
H  0.130  -1.522  -3.835  0.056
H  2.034  4.345  2.834  0.142
C  -1.506  4.857  -2.108  -0.231
C  4.687  -0.496  4.498  -0.045
H  6.000  -2.727  1.197  0.079
H  5.194  5.994  5.235  0.089
H  -0.268  6.189  -3.064  0.132
H  3.659  0.597  -2.578  0.110
C  -0.433  -0.638  -4.137  -0.086
C  5.279  3.211  -2.170  -0.138
H  4.443  2.561  -1.912  0.054
C  -0.700  -7.522  -4.168  -0.429
H  -4.481  -3.382  -4.733  0.079
H  -1.727  2.289  -4.145  0.076
H  6.279  4.821  4.613  0.098
H  -4.328  -6.217  3.630  0.061
H  2.877  4.595  5.721  0.128
O  -4.401  3.248  -0.588  -0.133
H  0.175  -4.222  -1.558  0.090
H  2.182  2.570  -3.593  0.066
H  0.148  0.238  -3.848  0.069
H  -3.137  -2.817  1.596  0.048
N  -4.221  0.195  -4.552  0.071
O  1.016  -0.006  2.922  -0.012
C  -3.053  3.113  6.024  -0.153
H  1.784  0.856  -1.520  0.094
H  0.767  -9.256  -4.042  0.073
H  -5.078  2.722  -3.957  0.065
H  3.908  1.429  4.921  0.100
H  -2.846  3.061  4.955  0.056
H  -2.446  0.237  -5.510  0.009
H  -6.686  -3.624  5.502  0.088
O  -2.903  -2.237  -5.138  -0.237
C  -0.548  -4.402  -2.353  -0.103
H  4.501  3.151  7.439  0.068
N  -4.320  -5.806  2.707  0.049
H  5.176  -4.588  0.094  0.081
H  -1.200  0.920  3.649  0.070
O  -2.357  4.193  6.658  -0.123
C  -0.719  -2.516  5.176  -0.142
H  4.060  -3.036  -4.000  0.089
C  -0.086  1.472  -1.000  -0.166
H  1.316  4.354  -2.236  0.048
C  2.976  4.937  4.691  -0.207
C  2.987  0.422  0.964  -0.044
H  5.494  3.832  -1.300  0.078
H  -2.014  -2.074  -6.988  0.122
O  0.025  -2.625  3.994  -0.125
H  0.172  7.563  -0.885  0.066
C  -1.603  -0.518  1.075  -0.015
H  5.126  2.563  3.920  0.035
H  2.223  -1.763  -0.527  0.064
O  6.477  2.422  -2.308  -0.135
H  -4.106  3.394  6.026  0.076
C  -2.065  2.871  -3.287  -0.071
C  -0.912  1.825  0.311  -0.094
C  4.476  -0.890  -3.974  -0.480
C  0.670  -8.176  -3.937  -0.067
C  2.655  2.213  -4.508  -0.104
H  0.917  -8.000  -2.890  0.070
C  5.280  4.926  5.036  -0.130
H  3.734  2.044  8.556  0.091
H  6.630  0.682  6.090  0.134
H  2.829  6.015  4.757  0.128
H  6.185  -0.354  -2.891  0.060
N  5.571  -1.140  -3.050  0.049
H  -6.376  -5.218  4.750  0.074
H  -2.227  2.212  -2.434  0.067
H  -0.386  -5.552  -4.885  0.119
H  -1.505  -4.476  -1.837  0.084
O  4.810  -4.247  0.912  -0.111
H  4.266  -2.452  1.682  0.070
C  -0.806  0.775  1.456  -0.442
H  -1.348  -7.953  -3.405  0.129
O  -5.149  -1.687  -2.543  -0.202
C  1.045  5.191  -1.592  -0.057
H  -3.872  -0.723  -4.315  0.033
C  -0.747  -6.004  -3.960  -0.224
H  0.147  -0.995  -6.107  0.134
C  -0.284  5.834  -2.033  -0.382
H  -2.682  -0.360  1.083  0.069
H  3.234  2.116  6.919  0.075
C  -1.377  1.489  2.736  -0.022
H  0.719  -0.919  2.923  0.055
H  -3.455  -2.537  -1.827  0.087
H  6.125  -1.877  -3.464  0.079
N  -1.562  0.230  -5.998  0.029
C  -0.791  -0.949  -5.554  -0.368
H  -4.460  -1.856  -0.488  0.063
C  -1.728  -2.163  -5.940  -0.164
H  -6.319  1.697  -4.505  0.080
H  -1.364  -1.316  1.778  0.067
C  -4.944  0.656  -3.314  -0.414
H  -4.231  0.912  -2.530  0.095
H  0.607  -1.479  -0.822  0.062
N  1.718  2.975  4.326  0.080
H  5.073  3.849  -3.029  0.081
H  -0.414  0.614  -1.586  0.087
H  -3.966  3.956  -0.106  0.078
H  3.277  -2.069  -2.768  0.075
C  1.369  -1.260  -0.074  -0.015
H  6.057  2.335  5.988  0.102
H  -1.956  -7.458  -5.810  0.063
H  -5.299  -5.655  2.507  0.063
H  6.594  1.758  -1.624  0.071
H  -7.766  -4.318  4.226  0.091
O  2.822  0.808  -4.522  -0.162
H  -4.955  -0.059  -5.197  0.082
O  4.239  4.488  4.220  -0.176
H  -1.767  -5.621  -3.970  0.111
N  0.618  0.498  1.675  -0.110
C  1.525  0.163  0.528  -0.405
C  0.556  5.115  4.100  -0.050
H  0.268  5.196  5.149  0.076
H  2.620  2.580  4.102  0.042
H  -4.153  -2.568  3.765  0.112
H  -1.381  -0.906  0.081  0.066
C  -3.688  -3.739  1.411  -0.059
C  -3.750  -4.449  2.784  -0.406
H  -1.926  1.880  -0.086  0.085
H  3.291  -0.168  1.829  0.045
C  -6.742  -4.205  4.582  -0.125
H  0.906  4.677  -0.641  0.069
H  -2.386  5.462  -2.328  0.128
C  -4.499  -3.593  3.898  -0.152
O  -1.154  3.938  -3.045  -0.190
H  -1.661  4.262  -1.208  0.107
H  -4.155  1.953  0.949  0.051
H  5.348  4.456  6.017  0.062
N  -1.079  -7.876  -5.534  0.027
H  -5.800  2.584  0.715  0.086
H  -1.232  -0.656  -3.396  0.069
H  1.848  2.217  -0.480  0.111
C  4.127  2.133  7.544  -0.140
H  -0.826  -1.463  5.437  0.085
H  0.750  6.138  3.777  0.080
O  5.079  1.149  7.334  -0.152
H  4.805  -0.834  -5.011  0.150
H  1.152  -1.960  0.732  0.078
H  1.076  2.555  3.668  0.037
H  -4.708  -3.516  1.097  0.074
H  -0.218  -3.034  5.993  0.086
N  -0.528  6.841  -0.982  0.023
H  -3.289  -4.270  -5.635  0.078
H  -6.716  -0.637  -3.427  0.123
H  -2.460  1.610  2.709  0.071
H  -1.243  -3.133  -5.830  0.102
H  -0.808  2.378  3.007  0.054
C  1.856  4.359  3.910  -0.454
H  -6.415  -0.165  -1.852  0.111
H  4.710  1.082  -3.857  0.109
H  4.749  1.374  2.880  0.046
H  -2.918  2.154  6.522  0.079
H  -1.702  -2.977  5.079  0.059
C  3.640  -2.052  -3.795  -0.077
H  -4.433  -3.031  -6.389  0.092
H  -0.015  2.346  -1.648  0.083
H  -0.752  2.858  0.619  0.109
H  -2.711  -4.389  3.108  0.115
H  -3.069  3.191  -3.565  0.074
O  -5.925  -3.643  3.592  -0.222
H  3.743  -0.651  3.975  0.050
C  4.950  -2.874  0.946  -0.195
C  5.731  1.298  6.070  -0.159
H  -1.373  7.358  -1.178  0.061
C  -5.720  1.908  -3.619  -0.065
H  -0.483  -3.656  -3.145  0.077
N  5.362  1.621  3.644  0.059
H  4.864  -2.373  -0.018  0.065
H  3.110  1.411  1.405  0.072
C  -4.919  2.192  0.208  -0.137
H  0.554  -3.427  4.001  0.092
O  -0.014  -5.611  -2.824  -0.166
H  -3.601  -0.763  -1.473  0.061
H  1.995  2.456  -5.341  0.095
H  1.426  -7.704  -4.565  0.081
C  -4.111  -1.726  -1.512  -0.056
H  -3.146  -4.350  0.688  0.078
H  4.492  -1.097  5.386  0.081
H  -4.982  1.200  -0.240  0.065
C  4.896  0.977  4.841  -0.451
H  3.552  2.832  -4.517  0.074
H  3.776  0.306  0.221  0.085
H  5.425  -0.920  3.817  0.078
H  -1.171  -8.875  -5.654  0.070
H  -0.972  1.005  -5.729  0.045
H  -6.328  2.151  -2.748  0.082
C  -5.878  -0.473  -2.749  -0.177
H  2.732  -1.955  -4.390  0.077
C  1.348  1.257  -0.606  -0.145
H  -0.310  4.712  3.576  0.071
H  -4.308  -4.032  4.877  0.112

Computed properties:
E_tot ... -3374.53918 a.u.
HOMO ... -8.36 eV
Orbital gap ... 8.67 eV

---

Record 2
An isolated ion of composition C8H14N3O and charge +1, computed with ωB97M-V/def2-TZVPD.

Last column: natural (NBO) charge in e.
Cartesian coordinates (Å):
C  2.226  -0.556  2.214  -0.109
C  0.718  1.281  -1.776  -0.216
H  -0.263  -0.734  -1.667  0.247
H  -0.235  1.740  -1.399  0.208
H  -1.546  -1.666  -0.277  0.186
H  -4.195  -1.333  -0.637  0.250
H  -3.059  -0.737  -1.886  0.226
O  -1.423  0.377  0.335  -0.304
C  -2.187  -0.863  0.178  -0.097
N  -0.219  0.128  2.254  -0.137
N  -0.256  0.064  0.946  0.156
H  -3.707  0.454  -0.665  0.240
H  1.542  2.672  -0.451  0.377
H  -2.520  -1.239  1.174  0.213
C  0.845  -0.263  0.233  0.277
H  1.533  -0.837  -1.773  0.235
C  -3.369  -0.601  -0.819  -0.643
C  0.950  -0.146  2.811  0.007
C  0.683  -0.251  -1.336  -0.459
N  1.833  2.045  -1.195  -0.837
H  3.027  -0.909  0.120  0.278
C  2.154  -0.621  0.738  -0.190
H  0.964  -0.051  3.924  0.247
H  2.623  1.466  -0.927  0.355
H  0.725  1.349  -2.891  0.217
H  3.157  -0.769  2.772  0.274

Computed properties:
E_tot ... -552.36438 a.u.
HOMO ... -12.75 eV
Orbital gap ... 7.55 eV
Charge ... +1

---

Record 3
C23H16Cl2IIrN3O3 as an isolated structure, computed with ωB97M-V/def2-TZVPD.

Last column: natural (NBO) charge in e.
Cartesian coordinates (Å):
C  0.325  2.221  3.419  -0.207
C  0.512  0.597  -4.431  -0.119
H  0.628  -1.704  4.501  0.204
C  -2.075  -3.955  -0.696  -0.670
C  1.207  -2.275  3.771  -0.106
H  -1.549  -3.652  -1.606  0.244
H  -2.177  -5.035  -0.688  0.267
C  0.314  -2.615  2.586  -0.008
C  -1.324  -3.505  0.504  0.292
C  -2.110  0.606  -3.626  0.102
H  3.090  -2.028  3.221  0.496
O  2.324  -1.478  3.410  -0.720
Cl  3.686  0.738  -1.189  0.151
H  1.229  3.538  4.830  0.247
C  -0.075  -0.240  2.117  0.146
C  -0.510  0.569  -5.397  -0.085
N  -1.160  0.615  -2.704  -0.511
C  -1.250  -2.060  0.791  0.439
C  1.130  0.625  -2.012  0.487
C  2.510  0.679  -2.409  -0.067
H  0.413  -4.751  2.943  0.227
H  3.920  0.726  -3.999  0.275
C  0.133  0.612  -3.082  0.107
C  -1.822  0.577  -4.992  -0.215
Ir  -1.469  0.722  -0.431  1.176
O  -1.978  -1.280  0.128  -0.614
H  -2.629  0.567  -5.710  0.262
C  2.870  0.682  -3.743  -0.243
H  1.519  -3.200  4.255  0.208
C  -0.931  3.246  1.687  -0.159
C  -0.629  4.499  2.184  -0.227
H  -1.033  5.383  1.709  0.244
H  -3.057  -3.479  -0.720  0.255
C  1.915  0.630  -4.746  0.072
Cl  2.418  0.613  -6.364  0.164
H  0.425  5.595  3.686  0.249
O  0.789  0.587  -0.806  -0.624
C  0.638  3.466  3.928  -0.173
C  -0.435  2.064  2.247  0.143
H  0.788  -0.091  2.756  0.226
H  0.656  1.348  3.962  0.225
N  -0.737  0.792  1.711  -0.492
C  0.180  4.615  3.302  -0.156
C  0.033  -3.957  2.311  0.145
C  -0.323  -1.633  1.821  -0.129
H  -3.135  0.619  -3.278  0.228
N  -0.716  -4.346  1.274  -0.396
I  -2.271  3.212  0.025  0.377
H  -0.256  0.540  -6.447  0.261

Computed properties:
E_tot ... -2597.79313 a.u.
HOMO (spin up / spin down) ... -13.58 / -14.42 eV
Orbital gap (spin up / spin down) ... 7.01 / 5.71 eV
Charge ... +2
Multiplicity ... 6

---

Record 4
C6H13N4 as an isolated structure, computed with ωB97M-V/def2-TZVPD.

Last column: natural (NBO) charge in e.
Cartesian coordinates (Å):
N  -0.560  0.669  0.250  -0.093
C  0.038  -0.911  -2.075  -0.665
H  1.093  -0.323  2.547  0.235
N  -2.259  1.905  0.209  -0.178
H  -0.785  -1.622  -2.125  0.246
H  1.608  1.190  1.431  0.242
H  -1.500  3.613  -0.578  0.245
C  1.579  0.082  1.634  -0.278
C  -0.190  1.796  -0.333  -0.093
H  -0.105  0.047  -2.423  0.234
H  1.786  -0.344  -0.896  0.220
H  0.809  2.153  -0.487  0.241
C  -1.295  2.626  -0.211  -0.072
H  -0.850  -1.056  2.150  0.228
N  -1.911  0.736  0.515  -0.067
N  0.173  -0.466  0.479  -0.061
C  0.888  -0.954  -0.790  -0.218
C  -0.731  -1.460  1.185  -0.399
H  -0.334  -2.409  1.271  0.232
H  -1.632  -1.448  0.578  0.265
H  1.169  -1.994  -0.613  0.238
H  0.587  -1.295  -2.924  0.264
H  2.423  -0.537  1.206  0.236

Computed properties:
E_tot ... -455.02763 a.u.
HOMO ... -13.85 eV
Orbital gap ... 9.66 eV
Charge ... +1

---

So what do the calculations give for max |F|? Going down the list: 3.5 4.8 1.0 4.5 eV Å⁻¹.